# 1
{
  "formula": "CH11O5",
  "method": "ωB97M-V/def2-TZVPD",
  "symbols": ["C", "O", "H", "H", "H", "H", "H", "O", "H", "H", "O", "H", "H", "O", "H", "H", "O"],
  "coordinates": [[1.742, -1.282, -0.598], [0.600, -0.379, -0.592], [1.822, -1.875, -1.560], [1.635, -1.912, 0.332], [2.638, -0.554, -0.536], [-0.138, 0.200, 0.893], [-0.962, -0.671, 1.887], [-0.769, 0.328, 1.664], [-0.213, -1.304, -0.764], [-1.058, -2.308, 0.426], [-0.752, -2.287, -0.476], [-0.836, 2.498, 0.236], [-0.956, 2.284, 1.707], [-1.155, 2.875, 1.081], [0.087, 1.116, -1.064], [-1.218, 1.360, -1.369], [-0.469, 1.913, -1.267]],
  "mulliken_charge": [-0.565, -0.603, 0.304, 0.251, 0.283, 0.506, 0.248, -0.682, 0.357, 0.288, -0.520, 0.401, 0.308, -0.672, 0.497, 0.321, -0.723],
  "lumo_ha": [0.000, -0.169],
  "relative_energy_kcal_mol": 42.1,
  "total_energy_ev": -11448.5069,
  "total_charge": 0,
  "spin_multiplicity": 2,
  "homo_ev": [-9.8137, -9.8135],
  "orbital_gap_ev": [9.819, 5.206]
}

=====

# 2
{
  "formula": "C14H48N2O9",
  "method": "ωB97M-V/def2-TZVPD",
  "symbols": ["C", "C", "O", "H", "H", "H", "H", "H", "H", "C", "C", "O", "H", "H", "H", "H", "H", "H", "C", "C", "O", "H", "H", "H", "H", "H", "H", "C", "C", "C", "O", "C", "N", "H", "H", "H", "H", "H", "H", "H", "H", "H", "H", "H", "C", "C", "C", "O", "C", "N", "H", "H", "H", "H", "H", "H", "H", "H", "H", "H", "H", "O", "H", "H", "O", "H", "H", "O", "H", "H", "O", "H", "H"],
  "coordinates": [[-3.858, 2.596, -4.394], [-5.351, 2.577, -4.176], [-5.750, 3.891, -4.162], [-3.559, 2.948, -5.382], [-3.523, 1.559, -4.375], [-3.283, 2.974, -3.549], [-5.686, 2.010, -3.308], [-5.926, 2.101, -4.971], [-5.507, 4.285, -5.003], [1.419, 3.966, 1.745], [2.955, 4.204, 1.654], [3.341, 3.335, 0.611], [0.815, 4.399, 0.948], [1.065, 4.482, 2.638], [1.225, 2.894, 1.758], [3.367, 4.035, 2.649], [3.173, 5.233, 1.367], [2.597, 2.764, 0.403], [4.414, -3.760, -5.970], [4.180, -2.326, -6.192], [3.665, -2.199, -7.551], [3.432, -4.231, -5.980], [4.718, -3.940, -4.938], [5.029, -4.192, -6.759], [5.085, -1.731, -6.069], [3.332, -1.904, -5.651], [4.109, -1.420, -7.895], [-5.878, -2.719, 1.305], [-5.020, -1.984, 0.370], [-3.916, -1.096, 1.002], [-4.309, -0.223, 2.072], [-4.831, 1.015, 1.559], [-4.381, -2.915, -0.560], [-6.445, -2.189, 2.071], [-5.396, -3.510, 1.879], [-6.630, -3.237, 0.708], [-5.635, -1.322, -0.239], [-3.348, -0.607, 0.210], [-3.176, -1.731, 1.489], [-5.312, 1.544, 2.381], [-5.628, 1.037, 0.815], [-3.945, 1.598, 1.310], [-3.912, -3.603, 0.011], [-5.138, -3.438, -0.975], [1.157, -0.155, 8.053], [2.184, -0.001, 6.914], [2.256, -1.097, 5.815], [3.188, -0.663, 4.860], [3.263, -1.328, 3.616], [1.874, 1.252, 6.280], [1.406, 0.490, 8.896], [1.234, -1.219, 8.282], [0.169, 0.219, 7.786], [3.201, 0.153, 7.274], [1.241, -1.227, 5.441], [2.618, -2.033, 6.240], [2.240, -1.488, 3.276], [3.693, -2.293, 3.885], [3.844, -0.855, 2.824], [2.543, 1.852, 6.741], [2.213, 1.084, 5.344], [0.533, -3.885, -2.336], [0.739, -4.539, -3.004], [-0.379, -4.058, -2.104], [1.115, 0.455, -1.573], [0.844, -0.462, -1.525], [0.729, 0.777, -2.387], [1.772, 2.621, -5.339], [1.915, 2.638, -6.285], [2.199, 3.416, -5.018], [6.709, -0.472, -1.898], [5.787, -0.235, -1.799], [7.134, -0.115, -1.118]],
  "mulliken_charge": [-0.976, -0.247, -0.521, 0.360, 0.302, 0.269, 0.259, 0.239, 0.315, -1.266, -0.041, -0.487, 0.358, 0.338, 0.358, 0.219, 0.235, 0.279, -1.008, -0.164, -0.525, 0.258, 0.331, 0.279, 0.342, 0.192, 0.295, -1.437, 0.578, -0.740, -0.366, -0.715, -0.696, 0.318, 0.335, 0.406, 0.168, 0.379, 0.342, 0.280, 0.272, 0.306, 0.296, 0.276, -1.340, 0.381, -0.836, -0.326, -0.706, -0.789, 0.335, 0.327, 0.349, 0.368, 0.408, 0.418, 0.297, 0.301, 0.235, 0.268, 0.310, -0.630, 0.316, 0.316, -0.631, 0.321, 0.311, -0.624, 0.311, 0.316, -0.636, 0.321, 0.315],
  "lumo_ha": 0.008,
  "relative_energy_kcal_mol": 39.1,
  "total_energy_ev": -36699.7091,
  "total_charge": 0,
  "homo_ev": -9.1133,
  "smiles": "COC[C@H](C)N.COC[C@H](C)N.CCO.CCO.CCO.O.O.O.O",
  "orbital_gap_ev": 9.323
}

=====

# 3
{
  "formula": "CHClFO3",
  "method": "ωB97M-V/def2-TZVPD",
  "symbols": ["C", "O", "O", "O", "F", "Cl", "H"],
  "coordinates": [[0.173, -0.318, 1.144], [-0.219, 0.266, -2.772], [-0.498, 0.393, -0.669], [0.237, 0.353, -1.661], [1.439, -0.177, 0.865], [-0.632, 0.615, 2.279], [-0.500, -1.132, 0.813]],
  "mulliken_charge": [0.446, -0.123, -0.285, 0.536, -0.041, 0.150, 0.316],
  "lumo_ha": [-0.290, -0.291],
  "relative_energy_kcal_mol": 73.0,
  "total_energy_ev": -22417.7959,
  "total_charge": 1,
  "homo_ev": [-17.5595, -17.5645],
  "orbital_gap_ev": [9.660, 9.647]
}

=====

# 4
{
  "formula": "C35H87BaN5O12Zn",
  "method": "ωB97M-V/def2-TZVPD",
  "symbols": ["Ba", "Zn", "C", "C", "O", "H", "H", "H", "H", "H", "C", "C", "C", "O", "H", "H", "H", "H", "H", "H", "H", "C", "O", "C", "C", "N", "C", "C", "O", "C", "H", "H", "H", "H", "H", "H", "H", "H", "H", "H", "H", "H", "H", "H", "H", "C", "O", "C", "C", "N", "C", "C", "O", "C", "H", "H", "H", "H", "H", "H", "H", "H", "H", "H", "H", "H", "H", "H", "H", "C", "O", "C", "C", "N", "C", "C", "O", "C", "H", "H", "H", "H", "H", "H", "H", "H", "H", "H", "H", "H", "H", "H", "H", "C", "O", "C", "C", "N", "C", "C", "O", "C", "H", "H", "H", "H", "H", "H", "H", "H", "H", "H", "H", "H", "H", "H", "H", "C", "O", "C", "C", "N", "C", "C", "O", "C", "H", "H", "H", "H", "H", "H", "H", "H", "H", "H", "H", "H", "H", "H", "H"],
  "coordinates": [[-18.662, 11.300, -16.352], [-19.834, 10.168, -19.800], [-16.019, 12.112, -12.315], [-15.885, 12.338, -13.796], [-16.589, 11.459, -14.659], [-16.392, 11.138, -12.000], [-16.498, 12.934, -11.777], [-15.029, 12.144, -11.840], [-14.855, 12.183, -14.155], [-16.085, 13.384, -14.075], [-15.932, 10.384, -20.417], [-16.674, 9.843, -19.198], [-15.796, 9.867, -17.923], [-17.945, 10.474, -19.001], [-15.142, 9.662, -20.625], [-15.702, 11.443, -20.357], [-16.643, 10.224, -21.233], [-16.948, 8.795, -19.402], [-15.242, 10.793, -17.755], [-15.082, 9.050, -18.024], [-16.387, 9.799, -17.010], [-15.589, 15.461, -26.092], [-15.276, 14.126, -26.387], [-16.420, 13.332, -26.392], [-15.992, 11.885, -26.650], [-15.128, 11.348, -25.598], [-15.911, 10.985, -24.402], [-14.957, 10.276, -23.459], [-14.149, 11.190, -22.755], [-13.079, 10.593, -22.065], [-14.760, 16.162, -26.190], [-15.871, 15.621, -25.040], [-16.416, 15.810, -26.718], [-17.228, 13.583, -27.094], [-16.960, 13.353, -25.434], [-15.593, 11.847, -27.669], [-16.833, 11.199, -26.786], [-14.456, 12.018, -25.235], [-16.658, 10.234, -24.681], [-16.405, 11.834, -23.927], [-14.381, 9.467, -23.919], [-15.514, 9.708, -22.685], [-12.386, 11.373, -21.758], [-12.553, 9.916, -22.748], [-13.388, 10.026, -21.179], [-17.441, 4.677, -20.048], [-18.180, 5.865, -19.737], [-19.462, 5.848, -20.286], [-20.200, 7.158, -19.979], [-19.530, 8.307, -20.649], [-19.965, 8.440, -22.062], [-19.085, 9.505, -22.670], [-19.204, 10.562, -21.639], [-18.751, 11.826, -22.121], [-17.321, 4.593, -21.130], [-17.944, 3.820, -19.599], [-16.461, 4.805, -19.593], [-20.109, 4.991, -20.075], [-19.345, 5.844, -21.382], [-20.446, 7.281, -18.924], [-21.167, 7.029, -20.474], [-18.531, 8.087, -20.664], [-20.981, 8.834, -22.087], [-19.936, 7.514, -22.635], [-19.465, 9.878, -23.619], [-18.006, 9.347, -22.708], [-19.533, 12.216, -22.782], [-17.838, 11.957, -22.697], [-18.689, 12.545, -21.305], [-14.509, 8.693, -14.253], [-13.789, 8.166, -15.346], [-13.943, 6.776, -15.513], [-14.044, 6.328, -16.982], [-13.892, 4.870, -17.129], [-13.769, 4.550, -18.568], [-14.125, 3.109, -18.894], [-12.994, 2.332, -18.608], [-13.218, 0.944, -18.690], [-14.419, 9.770, -14.168], [-14.186, 8.138, -13.363], [-15.576, 8.448, -14.347], [-14.813, 6.377, -14.984], [-12.993, 6.344, -15.174], [-13.166, 6.752, -17.488], [-15.022, 6.667, -17.332], [-12.976, 4.684, -16.729], [-12.720, 4.635, -18.879], [-14.416, 5.264, -19.079], [-14.349, 3.121, -19.968], [-15.041, 2.865, -18.347], [-13.251, 0.601, -19.733], [-14.161, 0.688, -18.199], [-12.384, 0.416, -18.231], [-16.105, 13.862, -17.064], [-17.172, 13.231, -17.735], [-17.986, 14.276, -18.306], [-19.247, 13.771, -19.025], [-20.246, 13.122, -18.155], [-21.133, 13.977, -17.360], [-20.577, 14.519, -16.045], [-20.050, 13.483, -15.226], [-19.689, 13.933, -13.896], [-16.375, 14.427, -16.158], [-15.512, 14.556, -17.663], [-15.472, 13.098, -16.607], [-17.363, 14.877, -18.980], [-18.090, 15.009, -17.496], [-18.881, 12.987, -19.693], [-19.644, 14.603, -19.613], [-20.832, 12.568, -18.772], [-22.060, 13.459, -17.104], [-21.463, 14.831, -17.965], [-21.389, 14.957, -15.456], [-19.869, 15.324, -16.269], [-19.073, 14.828, -14.003], [-19.126, 13.089, -13.503], [-20.569, 14.212, -13.316], [-21.370, 10.789, -13.351], [-20.198, 10.242, -13.886], [-19.855, 8.958, -13.342], [-18.454, 8.593, -13.750], [-18.213, 8.656, -15.214], [-18.840, 7.638, -16.067], [-17.998, 6.389, -16.265], [-17.730, 5.561, -15.160], [-18.912, 5.174, -14.473], [-22.302, 10.478, -13.846], [-21.303, 11.870, -13.486], [-21.582, 10.596, -12.295], [-20.619, 8.256, -13.694], [-19.877, 9.015, -12.252], [-18.186, 7.618, -13.343], [-17.795, 9.379, -13.371], [-17.201, 8.559, -15.249], [-18.939, 8.069, -17.078], [-19.865, 7.485, -15.722], [-17.051, 6.653, -16.744], [-18.472, 5.829, -17.090], [-19.572, 4.635, -15.158], [-19.473, 5.983, -13.996], [-18.576, 4.565, -13.635]],
  "mulliken_charge": [0.113, -0.093, -1.383, -0.495, 0.066, 0.227, 0.351, 0.393, 0.419, 0.023, -0.244, 0.191, -1.296, 1.519, 0.349, 0.291, -0.686, -0.628, -0.042, 0.471, 0.239, -0.766, -0.334, -0.230, -0.812, -0.303, -0.653, -0.342, -0.316, -0.712, 0.276, 0.269, 0.324, 0.484, 0.103, 0.372, 0.359, 0.382, 0.368, 0.100, 0.571, 0.202, 0.264, 0.375, 0.237, -0.660, -0.008, -0.913, -0.935, 0.625, -0.819, -0.381, -0.013, 0.245, 0.404, 0.388, -0.138, 0.541, 0.434, 0.460, 0.448, 0.021, 0.371, 0.434, 0.559, 0.070, 0.576, -0.263, 0.121, -0.290, -0.359, -0.551, 0.136, -0.374, -0.614, -0.685, -0.319, -0.731, -0.052, 0.563, 0.029, 0.387, 0.347, 0.522, -0.576, 0.263, 0.368, 0.458, 0.348, 0.347, 0.289, 0.310, 0.257, -0.838, 0.521, -0.847, 0.822, 0.061, -1.133, -0.671, 0.276, -0.998, 0.244, 0.354, 0.094, 0.543, 0.355, -1.890, 0.570, 0.054, 0.433, 0.373, 0.467, 0.350, 0.362, 0.240, 0.326, -0.777, 0.185, -1.002, -0.656, 1.717, -0.390, 0.438, -0.324, -0.683, 0.296, 0.042, 0.335, 0.331, 0.613, 0.478, 0.233, -0.998, -0.597, 0.585, -0.834, 0.488, 0.305, 0.200, 0.302],
  "lumo_ha": -0.306,
  "relative_energy_kcal_mol": 0.0,
  "total_energy_ev": -118817.3905,
  "total_charge": 2,
  "homo_ev": -11.3530,
  "orbital_gap_ev": 3.017
}

=====

# 5
{
  "formula": "C19H22FN3S",
  "method": "ωB97M-V/def2-TZVPD",
  "symbols": ["C", "C", "C", "C", "C", "C", "C", "C", "H", "H", "H", "N", "C", "N", "C", "C", "N", "C", "C", "C", "C", "C", "C", "H", "H", "H", "H", "F", "C", "H", "C", "H", "H", "H", "H", "H", "H", "H", "S", "H", "H", "H", "H", "H", "H", "H"],
  "coordinates": [[-4.199, 2.468, -4.579], [-2.858, 1.844, -4.323], [-2.086, 1.424, -5.399], [-0.852, 0.834, -5.205], [-0.375, 0.638, -3.925], [-1.128, 1.065, -2.840], [-2.371, 1.681, -3.026], [-3.148, 2.154, -1.828], [-3.878, 2.906, -2.108], [-2.480, 2.596, -1.090], [-3.685, 1.325, -1.360], [-0.683, 0.818, -1.527], [0.567, 1.030, -1.039], [0.787, 0.659, 0.251], [-0.203, -0.055, 1.036], [0.321, -0.334, 2.445], [1.522, -1.126, 2.379], [1.919, -1.897, 3.446], [2.883, -2.907, 3.313], [3.281, -3.704, 4.364], [2.708, -3.534, 5.613], [1.741, -2.560, 5.778], [1.358, -1.755, 4.722], [0.619, -0.989, 4.896], [1.282, -2.412, 6.744], [3.011, -4.158, 6.438], [4.028, -4.461, 4.184], [3.447, -3.155, 2.100], [2.443, -0.771, 1.313], [3.470, -0.786, 1.685], [2.129, 0.626, 0.791], [2.819, 0.892, -0.013], [2.231, 1.368, 1.590], [2.370, -1.490, 0.486], [0.476, 0.621, 2.971], [-0.446, -0.898, 2.983], [-0.461, -1.010, 0.556], [-1.115, 0.548, 1.135], [1.748, 1.768, -1.935], [-1.420, 0.615, -0.869], [0.577, 0.160, -3.760], [-0.266, 0.511, -6.052], [-2.462, 1.561, -6.403], [-4.202, 3.517, -4.282], [-4.441, 2.418, -5.637], [-4.981, 1.954, -4.022]],
  "mulliken_charge": [-1.610, 1.072, -0.863, -0.840, -0.453, 0.060, 0.772, -1.700, 0.436, 0.404, 0.334, -0.095, 0.389, 0.177, -0.768, -1.368, 0.317, 0.425, 0.488, -0.572, -0.427, -0.817, -0.434, 0.368, 0.372, 0.376, 0.428, -0.315, -0.541, 0.593, -1.256, 0.469, 0.240, 0.227, 0.345, 0.643, 0.387, 0.590, -0.429, 0.211, 0.535, 0.392, 0.339, 0.356, 0.389, 0.351],
  "lumo_ha": 0.015,
  "relative_energy_kcal_mol": 2.9,
  "total_energy_ev": -38083.3786,
  "total_charge": 0,
  "homo_ev": -7.7897,
  "smiles": "Cc1cccc(NC(=S)N2CCN(c3ccccc3F)CC2)c1C",
  "orbital_gap_ev": 8.205
}

=====

# 6
{
  "formula": "C16H19F3N4O",
  "method": "ωB97M-V/def2-TZVPD",
  "symbols": ["C", "N", "C", "H", "C", "N", "C", "H", "C", "H", "H", "C", "H", "H", "H", "C", "C", "N", "C", "N", "O", "C", "C", "C", "C", "C", "C", "H", "H", "H", "C", "F", "F", "F", "H", "H", "H", "H", "H", "H", "H", "H", "H"],
  "coordinates": [[-5.886, -0.417, -2.495], [-5.284, 0.427, -1.487], [-3.845, 0.326, -1.415], [-3.473, 1.242, -0.944], [-3.298, -0.863, -0.603], [-3.497, -0.606, 0.815], [-4.691, -1.200, 1.385], [-4.568, -2.288, 1.542], [-5.940, -0.957, 0.534], [-6.808, -1.006, 1.194], [-6.057, -1.754, -0.201], [-5.942, 0.398, -0.199], [-5.460, 1.148, 0.431], [-6.979, 0.705, -0.367], [-4.831, -0.736, 2.366], [-2.325, -0.848, 1.626], [-1.229, 0.068, 1.218], [-0.010, -0.252, 0.913], [0.563, 0.953, 0.611], [-0.279, 1.948, 0.728], [-1.445, 1.384, 1.124], [1.949, 1.095, 0.209], [2.759, -0.035, 0.138], [4.082, 0.105, -0.246], [4.608, 1.356, -0.551], [3.794, 2.474, -0.477], [2.471, 2.350, -0.099], [1.823, 3.210, -0.036], [4.199, 3.445, -0.716], [5.642, 1.445, -0.848], [4.985, -1.095, -0.303], [5.776, -1.181, 0.786], [4.321, -2.255, -0.377], [5.817, -1.062, -1.358], [2.343, -1.001, 0.378], [-1.941, -1.881, 1.566], [-2.579, -0.634, 2.670], [-3.774, -1.800, -0.918], [-2.228, -0.958, -0.807], [-3.458, 0.280, -2.436], [-6.964, -0.261, -2.486], [-5.503, -0.117, -3.471], [-5.692, -1.493, -2.373]],
  "mulliken_charge": [-0.988, 0.080, -0.976, 0.392, -0.879, 0.377, -0.842, 0.270, -0.512, 0.430, 0.282, -1.007, 0.390, 0.413, 0.462, -0.863, 0.701, -0.483, 0.401, -0.550, -0.094, 0.269, -0.265, 0.124, -0.674, -0.667, -0.730, 0.514, 0.410, 0.431, 0.830, -0.252, -0.270, -0.266, 0.591, 0.251, 0.447, 0.400, 0.518, 0.337, 0.324, 0.364, 0.311],
  "lumo_ha": 0.009,
  "relative_energy_kcal_mol": 45.1,
  "total_energy_ev": -33060.0562,
  "total_charge": 0,
  "homo_ev": -8.2435,
  "smiles": "CN1CCCN(Cc2nc(-c3cccc(C(F)(F)F)c3)no2)CC1",
  "orbital_gap_ev": 8.476
}

=====

The following strongest force on any atom values (in Eh/bohr) correspond, in order, to the records above: 0.10599 0.05465 0.06478 0.07557 0.01484 0.02587.